{
  "formula": "C53H103IN5O8P",
  "method": "ωB97M-V with the def2-TZVPD basis set",
  "homo_lumo_gap_ev": [6.58, 7.39],
  "charge": 1,
  "total_energy_ev": -97837.3723,
  "spin_multiplicity": 4,
  "symbols": ["C", "C", "C", "C", "C", "C", "C", "C", "C", "C", "C", "I", "N", "C", "C", "C", "O", "C", "C", "C", "C", "C", "C", "O", "C", "C", "O", "P", "N", "C", "C", "C", "C", "O", "O", "H", "H", "H", "H", "H", "H", "H", "H", "H", "H", "H", "H", "H", "H", "H", "H", "H", "H", "H", "H", "H", "H", "H", "H", "H", "H", "H", "H", "H", "H", "H", "H", "H", "H", "H", "H", "H", "H", "H", "H", "H", "H", "H", "H", "H", "H", "H", "H", "H", "C", "C", "C", "C", "C", "C", "N", "O", "C", "C", "C", "H", "H", "H", "H", "H", "H", "H", "H", "H", "H", "H", "H", "H", "H", "H", "H", "H", "H", "C", "C", "C", "C", "C", "C", "N", "O", "C", "C", "C", "H", "H", "H", "H", "H", "H", "H", "H", "H", "H", "H", "H", "H", "H", "H", "H", "H", "H", "C", "C", "C", "C", "C", "C", "N", "O", "C", "C", "C", "H", "H", "H", "H", "H", "H", "H", "H", "H", "H", "H", "H", "H", "H", "H", "H", "H", "H"],
  "coordinates": [[-2.333, 6.796, -0.237], [-1.011, 6.268, -0.868], [-0.737, 4.803, -0.469], [-0.747, 4.544, 1.071], [-0.004, 5.708, 1.789], [-0.273, 3.119, 1.486], [1.249, 2.798, 1.678], [1.749, 2.828, 3.148], [2.225, 3.654, 0.810], [3.124, 2.786, -0.131], [-1.108, 2.809, 2.779], [-1.197, 4.023, 4.527], [-1.771, 1.717, 2.742], [-2.643, 1.176, 3.816], [-4.126, 1.597, 3.710], [-4.529, 2.885, 4.465], [-5.932, 3.054, 4.335], [-6.288, 3.695, 3.131], [-1.600, 0.908, 1.501], [-0.687, -0.318, 1.821], [-0.909, -1.589, 0.968], [-1.772, -2.700, 1.598], [-1.483, -2.982, 3.066], [-0.118, -3.336, 3.304], [-0.036, -3.758, 4.626], [0.297, -2.752, 5.719], [-0.251, -4.857, 4.909], [-3.182, 0.580, 0.524], [-4.220, -0.392, 1.195], [-0.931, 2.024, 0.606], [-0.256, 1.596, -0.723], [-1.124, 1.825, -1.999], [-0.510, 2.810, -2.972], [-1.124, 3.655, -3.502], [0.808, 2.705, -3.227], [-2.794, 7.561, -0.867], [-2.106, 7.304, 0.707], [-3.029, 5.968, -0.069], [-0.179, 6.931, -0.626], [-1.194, 6.268, -1.948], [-1.602, 4.258, -0.876], [0.140, 4.390, -0.979], [-1.805, 4.621, 1.371], [0.540, 5.305, 2.651], [0.770, 6.162, 1.167], [-0.664, 6.490, 2.164], [1.386, 1.758, 1.357], [1.355, 1.981, 3.726], [2.836, 2.696, 3.097], [1.576, 3.782, 3.647], [1.759, 4.474, 0.266], [2.928, 4.125, 1.507], [2.897, 2.984, -1.182], [4.166, 3.093, 0.014], [3.089, 1.726, 0.136], [-2.203, 1.345, 4.802], [-2.622, 0.089, 3.687], [-4.704, 0.782, 4.165], [-4.493, 1.690, 2.687], [-4.082, 3.730, 3.915], [-4.206, 2.917, 5.508], [-5.795, 4.673, 3.007], [-7.371, 3.834, 3.160], [-6.076, 3.101, 2.225], [-0.713, -0.491, 2.900], [0.332, 0.024, 1.598], [-1.282, -1.384, -0.043], [0.085, -2.028, 0.817], [-1.533, -3.624, 1.052], [-2.853, -2.569, 1.494], [-2.113, -3.826, 3.381], [-1.833, -2.115, 3.664], [0.549, -1.768, 5.307], [1.194, -3.127, 6.224], [-0.504, -2.694, 6.457], [-2.797, 0.086, -0.747], [-3.830, 1.838, 0.347], [-3.859, -0.744, 2.076], [-1.836, 2.541, 0.237], [0.667, 2.166, -0.865], [0.024, 0.536, -0.727], [-1.252, 0.894, -2.568], [-2.131, 2.204, -1.807], [1.051, 3.475, -3.770], [-5.454, -8.066, -0.474], [-4.736, -6.899, -1.195], [-4.546, -7.215, -2.685], [-3.435, -8.223, -2.955], [-2.129, -7.749, -2.322], [-2.270, -7.461, -0.824], [-3.443, -6.579, -0.517], [-3.117, -5.363, -0.831], [-2.374, -8.807, -0.073], [-0.965, -6.851, -0.304], [-5.744, -5.749, -1.095], [-6.103, -8.610, -1.162], [-4.794, -8.797, -0.021], [-6.074, -7.698, 0.345], [-4.315, -6.294, -3.230], [-5.482, -7.587, -3.106], [-3.719, -9.211, -2.582], [-3.294, -8.333, -4.033], [-1.353, -8.502, -2.482], [-1.793, -6.848, -2.846], [-2.671, -8.657, 0.966], [-1.408, -9.314, -0.064], [-3.061, -9.512, -0.539], [-0.683, -5.946, -0.842], [-0.144, -7.557, -0.426], [-1.041, -6.611, 0.760], [-5.885, -5.438, -0.058], [-6.711, -6.075, -1.479], [-5.446, -4.875, -1.674], [1.827, 5.021, -10.356], [2.224, 4.698, -8.895], [2.746, 3.259, -8.779], [1.644, 2.206, -8.838], [0.583, 2.495, -7.778], [0.010, 3.911, -7.888], [1.079, 4.956, -7.971], [1.559, 5.126, -6.775], [-0.922, 3.966, -9.119], [-0.925, 4.171, -6.706], [3.405, 5.638, -8.634], [2.417, 4.433, -11.060], [0.784, 4.844, -10.595], [1.996, 6.075, -10.583], [3.286, 3.138, -7.834], [3.475, 3.065, -9.568], [1.204, 2.172, -9.838], [2.072, 1.217, -8.660], [-0.224, 1.763, -7.861], [1.030, 2.347, -6.787], [-1.200, 4.994, -9.357], [-1.845, 3.419, -8.923], [-0.498, 3.500, -10.007], [-0.434, 4.036, -5.748], [-1.766, 3.476, -6.724], [-1.333, 5.184, -6.743], [3.088, 6.682, -8.649], [4.157, 5.507, -9.413], [3.894, 5.446, -7.679], [6.487, -0.536, 6.519], [5.847, -1.942, 6.623], [6.884, -3.035, 6.328], [7.221, -3.168, 4.847], [5.947, -3.385, 4.035], [4.903, -2.290, 4.273], [4.652, -2.043, 5.730], [3.904, -3.007, 6.169], [5.372, -1.001, 3.562], [3.608, -2.663, 3.543], [5.474, -2.052, 8.106], [7.551, -0.572, 6.757], [6.399, -0.065, 5.546], [6.016, 0.161, 7.215], [6.512, -4.001, 6.684], [7.798, -2.838, 6.892], [7.767, -2.285, 4.501], [7.892, -4.017, 4.700], [6.197, -3.432, 2.972], [5.530, -4.364, 4.294], [4.766, -0.143, 3.862], [5.273, -1.106, 2.480], [6.422, -0.770, 3.731], [3.220, -3.635, 3.848], [3.784, -2.721, 2.469], [2.832, -1.912, 3.714], [4.696, -1.332, 8.371], [6.349, -1.837, 8.720], [5.125, -3.046, 8.380]],
  "forces_ev_per_a": [[0.9, 0.2, 0.2], [-0.9, -0.3, 0.0], [-1.0, -0.2, 0.1], [0.6, 1.2, -0.6], [0.7, -0.8, 0.5], [-0.8, -0.9, 1.1], [0.2, 0.7, 0.4], [0.3, -0.3, -0.6], [0.7, -0.5, 0.2], [0.1, 0.9, 0.3], [1.1, 0.7, 0.2], [0.0, -0.5, -0.7], [-1.1, -0.6, 0.5], [-0.6, -0.7, -0.4], [-0.1, 0.3, 1.2], [0.0, 0.3, -1.6], [0.4, -0.1, 0.4], [-0.5, 0.1, -0.4], [1.4, 1.1, -1.2], [-0.2, 0.5, -0.8], [0.1, -0.5, 0.6], [0.6, -0.7, 0.0], [-1.0, -0.1, -0.4], [-0.3, 0.9, 0.2], [0.6, 2.8, 0.3], [0.7, 0.4, -0.7], [-0.6, -3.7, 0.5], [-1.7, -1.7, 1.8], [0.7, 0.3, 0.0], [-1.5, 0.5, -1.4], [0.2, -0.2, -0.1], [0.6, -0.2, -0.2], [1.1, -1.0, 0.6], [-2.1, 2.1, -1.1], [0.5, -0.6, 0.7], [0.0, -0.3, 0.0], [-0.3, -0.3, 0.0], [-0.1, 0.3, 0.0], [-0.1, 0.0, -0.2], [0.5, 0.0, 0.1], [0.3, 0.0, -0.1], [0.1, 0.3, 0.2], [0.2, -0.1, -0.1], [-0.1, 0.3, -0.1], [-0.2, 0.0, 0.0], [0.0, -0.1, -0.2], [-0.2, 0.2, 0.0], [-0.1, 0.3, 0.1], [-0.2, -0.1, 0.2], [0.0, -0.2, 0.0], [-0.1, -0.3, 0.0], [-0.3, 0.2, -0.1], [-0.1, -0.5, 0.1], [-0.1, -0.1, -0.1], [-0.2, 0.1, -0.3], [0.0, 0.3, -0.2], [0.2, 0.2, -0.1], [0.1, 0.1, -0.2], [0.3, -0.2, 0.0], [0.2, 0.0, 0.5], [-0.3, -0.1, 0.0], [-0.1, -0.1, 0.2], [0.2, 0.1, 0.0], [0.1, -0.1, 0.3], [0.0, -0.3, -0.2], [-0.2, 0.0, 0.2], [0.0, 0.2, 0.2], [-0.1, 0.1, 0.0], [-0.2, 0.2, 0.0], [0.2, 0.2, -0.1], [0.1, 0.1, -0.1], [0.5, -0.2, 0.2], [-0.2, -0.1, 0.2], [-0.1, 0.1, 0.0], [0.0, 0.0, -0.2], [0.4, 0.8, 0.1], [0.8, 0.0, -0.4], [-0.4, -0.2, -0.1], [0.3, 0.2, 0.2], [-0.1, -0.3, 0.2], [0.1, 0.2, 0.3], [0.1, 0.1, 0.2], [0.2, 0.0, 0.1], [-0.1, -0.2, -0.1], [0.2, -0.3, 0.2], [-1.8, -1.0, 0.5], [0.6, -0.1, -0.3], [0.0, 0.1, 0.0], [-0.4, 0.2, -0.4], [0.9, -1.7, 0.9], [0.6, 1.1, -2.3], [0.0, 0.4, 0.8], [-0.2, -0.2, 0.0], [-0.1, 0.7, 0.0], [0.4, 0.6, 0.0], [0.0, 0.1, 0.0], [0.1, 0.0, -0.1], [0.0, 0.1, -0.1], [0.0, 0.1, 0.2], [-0.1, 0.1, 0.2], [0.0, 0.0, 0.1], [0.0, 0.0, 0.0], [0.0, 0.0, 0.2], [-0.1, 0.1, 0.1], [0.0, 0.0, 0.0], [0.1, 0.2, -0.1], [-0.1, 0.1, 0.1], [-0.2, 0.0, 0.0], [-0.2, -0.1, 0.0], [0.0, 0.0, 0.0], [0.1, 0.0, 0.0], [0.1, -0.2, 0.0], [0.1, 0.0, 0.1], [-0.4, 0.0, -0.2], [0.6, 0.6, -1.9], [-0.3, -0.5, 0.3], [0.0, 0.0, 0.1], [0.6, -0.1, -0.1], [-2.0, -0.3, -0.9], [1.3, -1.6, 1.7], [-0.2, 0.8, 0.1], [0.1, 0.0, -0.3], [0.4, 0.3, 0.4], [-0.1, 0.2, 0.7], [0.1, 0.0, 0.1], [0.0, -0.1, 0.1], [0.1, 0.0, 0.1], [-0.1, 0.2, 0.1], [0.0, 0.2, 0.0], [0.0, 0.0, 0.0], [0.0, 0.0, 0.0], [-0.1, 0.2, 0.0], [0.0, 0.2, 0.0], [0.1, 0.0, 0.0], [0.1, 0.0, 0.2], [0.1, 0.1, 0.0], [0.1, 0.2, -0.1], [0.1, -0.1, -0.2], [0.1, 0.0, 0.0], [0.0, 0.0, 0.0], [-0.2, -0.1, -0.1], [-0.1, 0.0, 0.0], [0.0, 0.3, -0.4], [1.2, 1.5, 0.9], [0.0, -0.4, -0.5], [0.0, 0.0, 0.0], [0.3, -0.2, 0.4], [0.1, 1.2, -1.7], [0.4, -2.5, 0.2], [-0.8, 0.5, 0.2], [0.3, 0.2, 0.0], [-0.4, -0.3, 0.5], [-0.6, -0.4, 0.0], [0.0, -0.1, 0.1], [0.1, -0.1, -0.1], [0.0, -0.1, 0.1], [-0.2, 0.1, 0.0], [-0.1, 0.2, 0.1], [-0.1, 0.0, 0.0], [0.0, 0.0, 0.0], [-0.2, 0.1, 0.0], [-0.1, 0.1, 0.1], [0.0, 0.0, 0.1], [-0.1, -0.2, 0.1], [0.0, 0.0, 0.1], [0.0, 0.1, 0.1], [0.2, 0.1, 0.0], [0.0, 0.0, 0.0], [0.0, 0.0, -0.1], [0.1, 0.1, -0.2], [-0.1, 0.0, -0.1]],
  "mulliken_spin": [0.0000, 0.0000, 0.0000, 0.0000, 0.0000, -0.0001, -0.0001, -0.0002, 0.0000, 0.0000, 0.0000, 0.0000, 0.0000, 0.0000, 0.0000, 0.0000, 0.0000, 0.0000, -0.0001, 0.0008, -0.0028, 0.0132, -0.0026, 0.0018, 0.0009, 0.0008, 0.0000, -0.0001, 0.0000, 0.0002, -0.0003, 0.0001, -0.0009, 0.0010, 0.0019, 0.0000, 0.0000, 0.0000, 0.0000, 0.0000, 0.0000, 0.0000, 0.0000, 0.0000, 0.0000, 0.0000, 0.0000, 0.0005, 0.0001, 0.0000, 0.0000, 0.0000, 0.0000, 0.0000, 0.0000, 0.0000, 0.0000, 0.0000, 0.0000, 0.0000, 0.0000, 0.0000, 0.0000, 0.0000, -0.0003, 0.0000, 0.0001, 0.0000, -0.0108, 0.0055, 0.0002, 0.0002, 0.0024, -0.0024, -0.0002, 0.0000, 0.0000, 0.0001, 0.0000, 0.0001, 0.0000, 0.0001, 0.0000, -0.0001, 0.0120, 0.0215, 0.0185, -0.0166, 0.0151, 0.0253, 0.3582, 0.5784, 0.0176, -0.0207, -0.0031, -0.0011, -0.0083, -0.0015, 0.0024, 0.0019, -0.0006, 0.0017, -0.0001, 0.0046, -0.0102, 0.0003, 0.0013, 0.0001, -0.0002, 0.0035, -0.0032, 0.0010, -0.0006, 0.0087, 0.0299, 0.0192, -0.0213, 0.0196, 0.0272, 0.3601, 0.5596, 0.0147, -0.0154, -0.0017, -0.0008, -0.0068, -0.0020, 0.0054, 0.0018, 0.0000, 0.0018, -0.0001, 0.0028, -0.0115, 0.0008, 0.0014, 0.0082, -0.0004, -0.0018, -0.0021, 0.0008, 0.0000, 0.0109, 0.0284, 0.0153, -0.0169, 0.0134, 0.0506, 0.3307, 0.5874, 0.0321, -0.0550, 0.0017, -0.0012, -0.0088, -0.0016, 0.0032, 0.0019, -0.0006, 0.0019, 0.0003, 0.0053, -0.0193, 0.0007, 0.0019, 0.0037, -0.0014, 0.0140, -0.0031, 0.0011, -0.0006]
}